[1]
Molecular formula: C28H31CoN2O2S2
Method: DFT, the ωB97M-V functional and the def2-TZVPD basis

total charge	+2
gap between HOMO and LUMO (spin up / spin down)	6.737 / 6.698	eV
E_HOMO (spin up / spin down)	-14.304 / -14.305	eV
calculated total energy	-95897.79366	eV
energy above the lowest of the compared OMol25 structures with the same formula, charge and spin	0.0	kJ/mol

Structure (XYZ):
```
66
Properties=species:S:1:pos:R:3:forces:R:3
Co 0.65259 -1.93240 -1.49627 0.82 0.83 0.90
C 0.82170 0.13029 -4.34671 0.03 -0.01 0.05
C 1.10207 -1.22312 -3.75286 -0.10 0.07 -0.19
C 2.31219 -1.51564 -3.09670 -0.20 -0.22 -0.38
C 2.61243 -2.82851 -2.69357 -0.06 -0.01 -0.02
C 3.91266 -3.13807 -2.01776 -0.04 -0.01 -0.03
C 1.69245 -3.85735 -2.99440 0.07 -0.07 0.02
C 0.46263 -3.59391 -3.56568 -0.05 -0.10 -0.09
C -0.54216 -4.68030 -3.80055 0.08 0.07 -0.01
C 0.15909 -2.24976 -3.87611 -0.21 -0.03 0.08
H 0.39145 0.81357 -3.61363 0.00 0.00 -0.01
H 0.11986 0.04423 -5.17382 0.02 -0.01 -0.01
H 1.74072 0.57916 -4.72121 0.00 0.00 0.02
H 3.04225 -0.72459 -2.97459 0.08 -0.08 0.08
H 3.81541 -3.00860 -0.93813 0.02 0.01 0.01
H 4.70060 -2.47467 -2.37058 0.00 0.00 0.02
H 4.20798 -4.16857 -2.20749 0.00 0.01 0.00
H 1.94427 -4.87545 -2.72251 0.02 0.01 -0.03
H -1.10848 -4.86037 -2.88446 0.00 0.01 0.00
H -0.04634 -5.61118 -4.07084 -0.01 0.00 0.01
H -1.23871 -4.41114 -4.59226 0.00 -0.01 0.01
H -0.78986 -2.03272 -4.35241 -0.01 0.04 0.03
S -1.17898 -1.45965 -0.36771 -0.64 -0.21 -0.12
C -0.82501 -0.11884 0.60171 0.29 0.08 -0.30
N -1.38188 0.13538 1.74154 -0.24 0.11 0.42
C -1.02424 1.37406 2.46731 -0.07 -0.23 -0.07
C -0.79630 2.48264 1.48158 0.18 0.00 -0.17
N 0.20351 2.05248 0.47892 0.05 0.45 0.15
C 1.15772 3.10079 0.00235 -0.23 -0.21 0.04
C 2.12432 3.45247 1.09790 0.01 0.06 -0.03
C 1.96650 4.63596 1.81076 0.02 0.03 0.01
C 2.84110 4.94942 2.84320 -0.02 0.01 -0.03
C 3.87145 4.07899 3.16168 0.04 -0.03 0.02
C 4.03696 2.89801 2.44691 -0.01 0.01 0.00
C 3.16698 2.58590 1.41471 0.03 -0.05 0.05
C 0.20836 0.82509 0.07349 -0.15 -0.51 -0.11
S 1.27401 0.17478 -1.07541 0.29 0.24 -0.02
C -2.39855 -0.73433 2.40467 0.24 0.15 -0.17
C -3.74728 -0.06982 2.36297 -0.02 -0.06 0.09
C -4.41867 0.09205 1.15397 -0.04 0.03 -0.08
C -5.65223 0.72262 1.12625 0.01 -0.01 0.02
C -6.22247 1.18647 2.30705 -0.04 0.01 -0.06
C -5.56109 1.02071 3.51214 0.07 -0.03 0.05
C -4.32078 0.39324 3.54054 -0.06 0.05 0.01
H -0.13463 1.17290 3.06770 0.02 0.03 0.02
H -1.85525 1.61768 3.12578 -0.02 0.01 -0.01
H -0.39590 3.35828 1.98651 0.02 0.01 0.02
H -1.71241 2.75699 0.95460 -0.04 0.01 0.03
H 0.54217 3.95533 -0.27835 0.00 0.03 0.00
H 1.64258 2.71918 -0.89273 0.06 -0.01 0.01
H 1.17633 5.33115 1.54565 0.01 -0.02 0.00
H 2.72385 5.87642 3.38845 0.00 -0.01 -0.01
H 4.55860 4.32526 3.96043 -0.01 0.00 -0.01
H 4.85285 2.22944 2.68776 -0.01 0.01 0.00
H 3.31071 1.67158 0.84797 -0.01 0.02 0.00
H -2.05076 -0.85957 3.43018 -0.04 -0.02 0.03
H -2.37804 -1.70167 1.90896 -0.04 -0.01 -0.03
H -3.99287 -0.28816 0.23012 0.01 -0.01 0.04
H -6.17909 0.84030 0.18842 0.01 0.00 0.01
H -7.19086 1.66849 2.28465 0.02 0.00 0.00
H -6.00894 1.37065 4.43266 0.00 -0.01 -0.01
H -3.80946 0.25057 4.48682 -0.02 0.00 -0.02
O 1.57098 -2.56511 0.06095 -0.37 0.05 -0.05
C 0.90464 -3.65781 0.11399 -0.36 -0.07 -0.36
O 0.00327 -3.83062 -0.73608 0.54 -0.44 0.15
H 1.13400 -4.40064 0.88158 0.04 0.04 0.05
```
Forces are in eV/Å.

Here are the Mulliken charges for atoms 1 to 5, given in e: number 1, Co, carries 0.638; number 2, C, carries -1.483; number 3, C, carries 1.011; number 4, C, carries -1.300; number 5, C, carries 1.330

[2]
Molecular formula: C28H31GeN5OPdS
Method: DFT, the ωB97M-V functional and the def2-TZVPD basis

total charge	+2
gap between HOMO and LUMO (spin up / spin down)	6.357 / 4.342	eV
multiplicity	5
E_HOMO (spin up / spin down)	-12.559 / -13.659	eV
calculated total energy	-109847.95883	eV

Structure (XYZ):
```
68
Properties=species:S:1:pos:R:3:forces:R:3
Pd -0.75998 -0.72754 -0.86009 -0.29 -0.67 -0.85
O 0.48466 -0.22216 -2.51303 -0.36 0.59 -0.62
N -0.08258 0.42116 -3.54315 1.26 -0.51 -0.35
C 0.75304 0.79913 -4.57466 -0.61 -0.59 0.43
C 0.24019 1.39885 -5.68961 -0.20 0.95 -0.11
C -1.12378 1.69791 -5.80247 -0.29 -1.33 0.95
C -1.93037 1.19519 -4.79513 -0.73 1.30 0.06
C -1.41881 0.60825 -3.62107 0.27 -0.20 -0.37
S -2.39135 0.08376 -2.31086 -0.11 0.18 0.14
H 1.78478 0.49979 -4.46945 -0.01 0.15 0.22
H 0.87979 1.77964 -6.46086 0.55 -0.26 -0.17
H -1.55798 2.18996 -6.66794 0.20 -0.01 0.21
H -2.99281 1.44519 -4.80176 0.21 -0.43 -0.03
C -2.07086 1.71300 1.07314 -0.40 -1.11 0.23
Ge -0.32491 1.28446 0.30181 -0.48 1.51 0.35
C 0.23970 2.77835 -0.74985 0.68 0.83 -0.36
C -0.64930 3.86280 -0.96108 1.12 -0.39 -0.15
C -0.16620 5.03147 -1.55449 0.63 -0.09 0.22
C 1.19094 5.12299 -1.87021 -0.01 0.28 -0.15
C 2.07328 4.05657 -1.67418 -0.36 0.40 -0.20
C 1.60922 2.87712 -1.14386 -2.04 0.79 0.18
C 1.01724 0.95438 1.69997 0.25 0.26 0.32
C 1.87474 -0.13890 1.48510 1.08 -0.29 0.63
C 2.70465 -0.62567 2.52425 -0.02 -0.64 -2.23
C 2.77555 0.04611 3.72985 0.35 0.08 1.23
C 2.09795 1.26111 3.90896 -0.79 0.76 -0.20
C 2.30681 2.06812 5.06975 1.49 -0.91 0.09
C 1.65308 3.27237 5.23284 -0.61 0.71 0.06
C 0.75227 3.70180 4.26978 0.01 1.15 0.55
C 0.50345 2.97608 3.11724 0.00 -1.53 -0.39
C 1.16742 1.72126 2.88764 0.39 0.25 0.83
H -2.05355 2.57643 1.74045 -0.26 0.04 -0.31
H -2.35858 0.82659 1.68288 -0.04 0.62 -0.30
H -2.80033 1.79214 0.23757 0.40 0.24 0.71
H -1.67617 3.80725 -0.63420 -0.14 -0.05 0.01
H -0.77984 5.91606 -1.69867 -0.13 -0.28 -0.01
H 1.56800 6.06495 -2.27101 -0.07 -0.28 0.07
H 3.11724 4.14292 -1.92468 0.15 0.16 -0.12
H 2.28123 2.07036 -1.03524 0.57 -0.92 0.29
H 1.95727 -0.55471 0.45689 -0.25 0.00 0.95
H 3.34908 -1.50577 2.29166 -0.61 0.76 0.52
H 3.37097 -0.35502 4.57432 -0.26 0.32 -0.73
H 3.12571 1.80808 5.79433 -1.10 -0.04 -0.71
H 1.81619 3.90619 6.10540 0.11 -0.32 -0.21
H 0.26518 4.68084 4.40746 0.18 -0.64 -0.09
H -0.26836 3.33347 2.44008 0.40 -0.04 -0.12
C 0.26810 -3.17057 0.86222 0.99 -0.88 0.61
N 0.13225 -4.63647 1.09406 0.92 1.11 0.32
C 0.11332 -5.31786 -0.17517 0.53 -0.68 -0.75
N -1.02005 -4.90684 -1.02133 -0.45 0.02 0.44
C -0.88135 -3.49535 -1.25950 0.76 -0.04 -0.02
N -0.83130 -2.72422 0.03900 -0.95 0.63 -0.93
C -2.08267 -2.96791 0.82091 -0.25 -1.15 0.06
N -2.28184 -4.43269 1.05196 1.33 0.61 0.30
C -1.08636 -4.94735 1.80040 -0.79 -0.09 -0.24
C -2.26012 -5.12975 -0.25813 -0.68 0.22 0.24
H 1.23836 -2.90918 0.37748 -0.60 -0.58 0.12
H 0.25532 -2.59996 1.81326 -0.13 -0.52 -0.30
H 0.12318 -6.42475 -0.02855 -0.19 0.87 -0.07
H 1.02124 -5.03590 -0.70497 0.17 -0.22 -0.16
H -1.71289 -3.07116 -1.84455 0.22 -0.43 0.09
H 0.09669 -3.29781 -1.76874 -0.82 -0.15 0.19
H -2.94984 -2.64387 0.23784 0.15 0.28 0.13
H -1.96646 -2.38944 1.76575 -0.41 -0.59 -0.50
H -1.15470 -6.05052 1.86360 -0.12 0.59 0.13
H -1.04876 -4.52748 2.79670 -0.16 0.14 0.26
H -3.13592 -4.76319 -0.80948 0.29 -0.20 -0.20
H -2.39008 -6.20002 -0.05657 0.07 0.25 -0.17
```
Forces are in eV/Å.

Here are the Mulliken charges for atoms 1 to 5, given in e: number 1, Pd, carries 0.500; number 2, O, carries -0.616; number 3, N, carries 0.610; number 4, C, carries -0.347; number 5, C, carries -0.564

[3]
Molecular formula: C28H31IrN3O9PS3
Method: DFT, the ωB97M-V functional and the def2-TZVPD basis

total charge	-1
gap between HOMO and LUMO (spin up / spin down)	4.775 / 5.148	eV
multiplicity	2
E_HOMO (spin up / spin down)	-4.431 / -4.556	eV
calculated total energy	-97069.47286	eV
energy above the lowest of the compared OMol25 structures with the same formula, charge and spin	617.3	kJ/mol

Structure (XYZ):
```
76
Properties=species:S:1:pos:R:3:forces:R:3
Ir 0.75370 0.66068 0.31018 -0.93 -3.42 1.15
O -0.98697 4.82807 1.25474 0.06 0.05 -0.20
C -1.47322 4.57068 2.47548 -0.03 -0.12 0.44
C -2.40263 5.46726 3.00817 0.01 0.07 -0.13
C -2.90250 5.28999 4.28184 0.07 -0.01 -0.07
C -2.49270 4.20487 5.04941 -0.08 -0.06 0.13
C -1.60917 3.28568 4.51697 0.06 0.09 -0.08
C -1.08956 3.44888 3.23342 0.01 0.23 -0.25
C -0.19859 2.43087 2.62936 0.26 -1.00 0.55
O 0.46149 2.69787 1.57236 0.37 0.08 -0.67
N -0.15124 1.26206 3.22673 -1.10 0.43 0.58
N 0.61053 0.36805 2.57778 -0.08 -0.23 -1.94
C 0.82062 -0.77651 3.12817 0.04 0.35 0.10
C 1.86919 -1.65226 2.73308 0.51 -0.45 -0.61
C 2.07297 -2.83907 3.45630 -0.09 0.07 -0.02
C 3.16753 -3.63985 3.24734 0.07 -0.15 0.04
C 4.12422 -3.24716 2.30057 -0.17 0.01 0.16
C 3.93843 -2.11633 1.55106 -0.01 0.46 -0.20
C 2.78821 -1.29194 1.69798 -0.42 -0.72 0.75
O 2.64684 -0.27939 0.91374 -0.79 1.78 -1.21
H -0.26339 4.17970 1.07706 0.01 0.04 0.09
H -2.70093 6.30518 2.39178 0.00 0.04 0.01
H -3.60603 6.00814 4.68468 -0.01 0.00 0.00
H -2.87245 4.07980 6.05458 0.00 -0.04 0.02
H -1.29067 2.42013 5.07999 -0.02 -0.02 0.01
H 0.24150 -1.04012 4.01333 0.15 0.30 0.15
H 1.34087 -3.11701 4.20667 -0.03 0.04 0.05
H 3.29070 -4.55719 3.80872 0.03 0.02 0.04
H 5.01086 -3.85347 2.15890 0.01 0.01 -0.09
H 4.64041 -1.82401 0.78236 0.02 -0.02 -0.03
C 0.72020 0.56729 -3.13251 -0.11 0.19 0.00
O 0.94610 -0.21163 -1.99410 -0.27 1.08 1.46
H 0.20754 0.00126 -3.92119 0.01 -0.11 0.07
H 1.65605 0.97108 -3.53579 0.02 -0.02 0.05
H 0.09722 1.42283 -2.88192 -0.05 -0.10 -0.28
C 0.85181 -2.87355 -4.56492 -0.05 -0.09 0.24
C -0.05835 -3.39736 -3.46133 -0.29 0.08 -0.38
C -1.32961 -2.58452 -3.26020 0.20 -0.07 0.10
O 0.65398 -3.56455 -2.23638 -0.24 0.15 0.41
P 1.38285 -2.57171 -1.19804 1.87 -0.98 -0.77
S 2.98244 -1.65794 -1.99980 -0.75 -0.36 0.37
S -0.05312 -1.79960 0.04716 0.66 1.84 0.02
O 2.13464 -3.71978 -0.36544 -0.27 0.16 0.31
C 1.69631 -4.98376 0.14412 -0.14 -0.22 -0.04
C 1.71790 -6.03968 -0.95752 0.05 0.21 0.11
C 0.34549 -4.93089 0.83920 0.23 0.14 -0.01
H 0.27137 -2.64396 -5.45811 -0.05 -0.04 -0.03
H 1.60309 -3.62393 -4.80949 0.06 0.04 -0.02
H 1.36747 -1.98152 -4.22587 0.04 0.14 -0.06
H -0.34323 -4.42762 -3.71041 -0.01 0.10 0.00
H -1.09701 -1.61955 -2.81295 0.00 0.10 -0.03
H -2.00407 -3.11555 -2.58794 -0.04 0.05 0.03
H -1.82881 -2.43328 -4.21748 -0.02 0.00 -0.01
H 2.46496 -5.22715 0.88348 -0.06 0.03 -0.03
H 0.85422 -5.92346 -1.60847 -0.01 -0.05 -0.07
H 1.70007 -7.03451 -0.51206 0.00 -0.06 0.02
H 2.62323 -5.92530 -1.55160 0.03 -0.07 -0.04
H -0.42749 -4.63320 0.13095 -0.12 -0.09 -0.02
H 0.36677 -4.20994 1.65362 -0.03 -0.01 0.06
H 0.11236 -5.91894 1.23742 -0.06 -0.04 0.00
O -1.51374 1.25840 -0.06230 1.61 -0.33 0.33
C -1.18683 2.27761 -0.70697 -0.43 0.32 -0.24
N 0.07282 2.54089 -0.99491 0.39 0.16 -0.24
S 0.24161 3.94973 -1.82194 -0.02 0.66 -0.77
O 0.94235 4.94655 -1.06699 -0.12 -0.22 0.27
O 0.70219 3.72608 -3.16772 -0.05 -0.13 0.19
C -1.52210 4.29971 -1.89726 0.25 -0.65 0.27
C -2.23228 5.28737 -2.54044 0.17 0.15 -0.10
C -3.62078 5.22001 -2.49120 0.07 0.02 0.12
C -4.26188 4.20505 -1.78946 -0.10 -0.08 0.01
C -3.53562 3.21249 -1.14648 0.17 0.01 -0.05
C -2.15667 3.26680 -1.23339 -0.35 0.10 -0.01
H -1.72110 6.07470 -3.07700 -0.03 0.04 -0.02
H -4.21309 5.97004 -2.99753 0.01 0.04 -0.01
H -5.34271 4.17607 -1.75967 -0.04 0.04 0.00
H -4.00453 2.40531 -0.60192 -0.08 -0.01 -0.01
```
Forces are in eV/Å.

Here are the Mulliken charges for atoms 1 to 5, given in e: number 1, Ir, carries 1.487; number 2, O, carries -0.565; number 3, C, carries -0.005; number 4, C, carries -0.554; number 5, C, carries -0.361

[4]
Molecular formula: C28H31N2O3SSiTi
Method: DFT, the ωB97M-V functional and the def2-TZVPD basis

gap between HOMO and LUMO (spin up / spin down)	6.693 / 7.176	eV
multiplicity	2
E_HOMO (spin up / spin down)	-7.345 / -7.903	eV
calculated total energy	-80493.73034	eV
energy above the lowest of the compared OMol25 structures with the same formula, charge and spin	342.6	kJ/mol

Structure (XYZ):
```
67
Properties=species:S:1:pos:R:3:forces:R:3
Ti 0.22915 0.30211 -0.34925 -0.23 0.06 0.08
C -3.17146 0.97648 -0.38111 0.04 -0.02 0.00
C -2.26499 2.10335 0.00954 -0.04 -0.03 -0.05
C -2.50329 3.36955 -0.31954 0.00 0.02 0.01
C -1.59459 4.43173 0.10298 0.01 -0.03 -0.03
C -0.55883 4.07231 1.13650 0.01 0.00 -0.01
C 1.14212 5.25681 2.53469 -0.03 0.00 0.00
C 2.08080 4.31405 2.55528 0.04 -0.01 0.01
C 1.89675 2.88490 2.42434 -0.03 -0.01 -0.04
C 0.88941 2.11341 1.94273 0.01 -0.01 0.05
S 1.23425 0.36737 1.85168 0.00 0.01 -0.05
C -0.33940 2.60763 1.29899 -0.01 0.03 0.00
N -1.10466 1.73077 0.71394 0.08 -0.09 0.01
H -4.07837 1.35794 -0.84547 0.00 0.02 0.01
H -3.45311 0.38355 0.49175 -0.01 0.00 0.00
H -2.68578 0.31552 -1.10634 -0.02 -0.01 0.00
H -3.41559 3.63512 -0.83844 0.00 0.00 0.00
H -2.07083 5.39294 0.22836 0.01 0.01 0.01
H 1.42513 6.29456 2.65671 0.00 0.00 0.00
H 3.10858 4.62071 2.71297 0.00 0.00 0.00
H 2.76680 2.31121 2.72446 0.01 0.01 0.00
N -1.09422 -1.36141 0.57566 0.02 0.08 -0.04
C -0.36994 -2.60334 0.26501 0.04 -0.01 0.03
C 0.28214 -2.48713 -1.11494 -0.03 0.00 0.05
O 0.64732 -3.46206 -1.71625 -0.01 0.02 -0.08
O 0.41661 -1.23468 -1.50716 0.10 -0.05 0.08
H -1.12755 -1.17406 1.57188 0.02 0.01 0.00
H -2.04424 -1.40621 0.22830 0.00 0.00 -0.01
H -0.98629 -3.49989 0.30856 -0.02 0.01 -0.01
H 0.44104 -2.72193 0.98658 -0.01 0.00 0.01
C -1.01664 3.09357 -3.51085 0.01 0.01 0.01
C 0.32651 3.79835 -3.27431 0.02 0.02 0.00
C 1.37564 3.17932 -4.20948 -0.01 -0.01 0.04
C 0.14978 5.28207 -3.61440 0.01 -0.01 0.03
Si 0.88093 3.46070 -1.49279 0.00 0.04 -0.01
O 0.71250 1.85569 -1.22701 0.06 -0.07 -0.06
C 2.70156 3.84309 -1.19730 -0.06 0.00 -0.01
C 3.35844 4.98535 -1.66328 0.03 0.01 0.00
C 4.70001 5.21441 -1.39132 -0.01 0.00 0.00
C 5.42212 4.29579 -0.64338 -0.01 0.00 0.00
C 4.79664 3.14611 -0.18364 0.00 0.00 0.00
C 3.45512 2.92391 -0.46139 0.01 -0.02 0.00
C -0.11530 4.56077 -0.26354 0.00 0.02 0.00
C 0.33228 5.98545 -0.34743 -0.01 0.00 0.01
C -0.06342 7.07663 0.32476 0.00 0.00 0.00
C -0.98213 7.16467 1.46211 0.00 0.00 0.00
C -1.13897 6.21071 2.37898 -0.01 0.00 0.00
C -0.31950 4.95030 2.37322 0.02 -0.02 0.00
H -1.30262 3.19975 -4.56261 -0.01 0.00 0.00
H -1.81332 3.52905 -2.90417 -0.01 0.00 0.00
H -0.95940 2.02716 -3.28463 0.00 0.00 -0.01
H 1.04729 3.27216 -5.24989 0.00 0.00 0.00
H 1.52021 2.11736 -3.99755 0.01 0.00 -0.01
H 2.34418 3.67391 -4.11501 0.00 0.00 -0.01
H -0.19663 5.38116 -4.64860 0.00 0.00 0.00
H 1.08284 5.84370 -3.53488 0.00 0.00 -0.01
H -0.58964 5.76245 -2.96942 -0.01 0.00 -0.01
H 2.82976 5.71571 -2.26482 0.00 0.00 0.00
H 5.18110 6.10808 -1.76858 0.00 0.00 0.00
H 6.46887 4.47110 -0.42954 0.00 0.00 0.00
H 5.35318 2.41381 0.38835 0.01 0.01 0.00
H 2.99197 2.01282 -0.09897 -0.01 0.01 -0.01
H 1.06154 6.17809 -1.12510 0.00 -0.01 0.00
H 0.34912 8.02193 -0.01334 0.00 0.00 0.00
H -1.54341 8.08759 1.56367 0.00 0.00 0.00
H -1.85959 6.34576 3.17645 0.00 0.00 0.00
H -0.62098 4.33491 3.23108 0.00 0.00 0.00
```
Forces are in eV/Å.

Here are the Mulliken charges for atoms 1 to 5, given in e: number 1, Ti, carries 0.451; number 2, C, carries -1.622; number 3, C, carries 0.912; number 4, C, carries -2.014; number 5, C, carries -0.252

no.,maximum force (Eh/bohr)
1,0.0287
2,0.0451
3,0.0726
4,0.0048